*P*
A 2-piece molecular cluster, C6H10O overall, computed with ωB97M-V/def2-TZVPD.

XYZ file:
```
17
C6H10O ωB97M-V/def2-TZVPD
O -0.979 3.953 -1.423
C -2.041 -2.132 -0.303
C 0.617 -0.923 0.401
C 1.875 -0.271 0.750
C -1.783 -0.846 -0.117
C -0.459 -0.197 0.039
C 2.944 -0.963 1.129
H 1.831 0.813 0.777
H 3.865 -0.450 1.381
H -0.099 3.621 -1.634
H -2.583 -0.129 -0.124
H -0.464 0.860 0.251
H 0.437 -1.944 0.712
H -3.060 -2.452 -0.453
H -0.932 4.878 -1.180
H -1.297 -2.918 -0.270
H 2.888 -2.010 1.400
```

charge = 0
2S+1 = 1
HOMO = -8.2 eV
SMILES = C=C/C=C/C=C.O



*Q*
One molecule with the formula C6H10O, computed with ωB97M-V/def2-TZVPD.

XYZ file:
```
17
C6H10O ωB97M-V/def2-TZVPD
O 0.876 -0.874 -0.639
C 0.035 -0.291 0.340
C 0.706 -0.464 -1.979
C -1.303 0.056 -0.127
C -2.228 0.730 -0.500
C 0.388 1.206 0.777
C 0.162 -1.232 1.541
H 1.218 -1.269 1.835
H -0.041 2.013 0.158
H 0.877 0.613 -2.091
H -0.149 -2.261 1.322
H -2.725 1.662 -0.637
H -0.298 -0.705 -2.353
H 1.449 -1.011 -2.568
H -0.430 -0.856 2.376
H -0.003 1.386 1.788
H 1.466 1.296 0.757
```

charge = 0
2S+1 = 1
HOMO = -9.5 eV
SMILES = C#CC(C)(C)OC



Most favorable first, least favorable last: *P*, *Q*



*P*
CH4N2O as an isolated structure, computed with ωB97M-V/def2-TZVPD.

XYZ file:
```
8
CH4N2O ωB97M-V/def2-TZVPD
O 1.502 -0.743 0.109
N -0.333 0.529 0.293
N -1.177 -0.555 -0.145
C 1.042 0.351 0.042
H -1.715 -0.768 1.085
H -0.793 1.404 -0.631
H -0.187 -1.520 -0.496
H 1.662 1.302 -0.257
```

charge = 0
2S+1 = 1
HOMO = -9.4 eV



*Q*
One molecule with the formula CH4N2O, computed with ωB97M-V/def2-TZVPD.

XYZ file:
```
8
CH4N2O ωB97M-V/def2-TZVPD
O -1.080 -0.202 1.154
N 0.719 -0.984 0.016
N -0.485 0.818 -0.851
C -0.338 -0.071 0.152
H 0.474 -1.806 0.665
H 1.402 -0.454 0.575
H 0.432 1.185 -1.123
H -1.124 1.514 -0.586
```

charge = 0
2S+1 = 1
HOMO = -9.7 eV
SMILES = NC(N)=O



*R*
One molecule with the formula CH4N2O, computed with ωB97M-V/def2-TZVPD.

XYZ file:
```
8
CH4N2O ωB97M-V/def2-TZVPD
O 2.015 -0.390 0.308
N 0.823 0.238 -0.327
N 0.822 0.759 -1.454
C -0.243 -0.265 0.507
H -0.020 -0.256 1.596
H -1.170 0.256 0.251
H -0.308 -1.321 0.493
H 1.752 0.816 -1.931
```

charge = 0
2S+1 = 1
HOMO = -9.8 eV
SMILES = [H]/N=[N+](/C)[O-]



Most favorable first, least favorable last: *Q*, *R*, *P*